(1)
ORCA calculation (wB97M-V/def2-TZVPD) on a single C5H8S molecule at a distorted geometry.

Results
* HOMO energy (alpha / beta): -7.012 / -6.989 eV
* Kohn-Sham gap (alpha / beta): 0.26162 / 0.27622 Ha

```
14
Properties=species:S:1:pos:R:3:forces:R:3
C 0.129981 3.075137 -1.220909 0.527 0.393 1.722
C -0.318264 1.841717 -1.312598 -0.381 -0.740 0.232
C -0.018513 0.944883 -0.254320 -1.043 -1.013 -1.808
C 0.015376 -1.446881 0.949576 -0.049 -1.054 0.600
C 0.030204 -3.057433 0.993485 0.302 4.685 -0.661
S -0.403603 -0.681586 -0.486858 0.713 0.399 1.521
H 0.054555 3.959529 -1.756886 -0.509 0.961 -1.557
H 0.544549 3.213084 -0.248660 0.836 0.677 0.536
H -0.939893 1.490522 -2.088416 -0.442 -0.385 -1.149
H 0.519004 1.345024 0.554448 0.631 -0.144 1.179
H 0.273880 -0.825025 1.847066 -0.222 -0.730 -1.108
H 0.136929 -3.277618 2.007883 0.104 -0.860 1.450
H 0.896486 -3.290872 0.416505 0.291 -1.014 -0.429
H -0.920691 -3.290482 0.599683 -0.758 -1.174 -0.528
```
Forces are in eV/Å.

Löwdin atomic charge list, values in e, 6 entries: C -0.0065; C -0.3073; C -0.4639; C -0.4940; C -0.1287; S 0.9924

***

(2)
ORCA calculation (wB97M-V/def2-TZVPD) on a single C5H8S molecule at a distorted geometry.

Results
* HOMO energy: -8.466 eV
* Kohn-Sham gap: 0.34663 Ha
* structure (SMILES): CC#CCSC

```
14
Properties=species:S:1:pos:R:3:forces:R:3
C 2.926549 0.334230 -0.398609 -1.798 -0.809 1.633
C 1.586374 -0.377253 -0.243568 3.103 1.739 -0.380
C 0.516389 -0.830351 -0.026024 -2.269 -0.654 0.644
C -0.851469 -1.316638 0.244443 0.578 1.356 -0.117
S -2.117925 -0.433112 -0.743905 0.240 -1.944 -0.844
C -2.408658 1.012951 0.149851 1.954 -0.516 2.523
H 3.545800 -0.241577 -1.066071 0.355 0.212 -0.306
H 3.375331 0.355148 0.628594 -0.134 0.018 -0.987
H 2.728367 1.367562 -0.702387 0.315 -0.323 -0.228
H -0.952657 -2.252279 -0.232119 -0.028 -1.528 0.057
H -1.039466 -1.356408 1.341171 -0.201 -0.031 -0.847
H -1.525625 1.639198 0.095011 -0.198 0.622 -0.110
H -2.504933 0.695398 1.217115 -0.443 0.671 -0.677
H -3.278073 1.403128 -0.263503 -1.476 1.189 -0.361
```
Forces are in eV/Å.

Löwdin atomic charge list, values in e, 6 entries: C -0.0867; C -0.0799; C -0.1335; C -0.4786; S 0.8067; C -0.4655

***

> What is the formula in the first record?

C5H8S

***

Repeat the second record exactly.
ORCA calculation (wB97M-V/def2-TZVPD) on a single C5H8S molecule at a distorted geometry.

Results
* HOMO energy: -8.466 eV
* Kohn-Sham gap: 0.34663 Ha
* structure (SMILES): CC#CCSC

```
14
Properties=species:S:1:pos:R:3:forces:R:3
C 2.926549 0.334230 -0.398609 -1.798 -0.809 1.633
C 1.586374 -0.377253 -0.243568 3.103 1.739 -0.380
C 0.516389 -0.830351 -0.026024 -2.269 -0.654 0.644
C -0.851469 -1.316638 0.244443 0.578 1.356 -0.117
S -2.117925 -0.433112 -0.743905 0.240 -1.944 -0.844
C -2.408658 1.012951 0.149851 1.954 -0.516 2.523
H 3.545800 -0.241577 -1.066071 0.355 0.212 -0.306
H 3.375331 0.355148 0.628594 -0.134 0.018 -0.987
H 2.728367 1.367562 -0.702387 0.315 -0.323 -0.228
H -0.952657 -2.252279 -0.232119 -0.028 -1.528 0.057
H -1.039466 -1.356408 1.341171 -0.201 -0.031 -0.847
H -1.525625 1.639198 0.095011 -0.198 0.622 -0.110
H -2.504933 0.695398 1.217115 -0.443 0.671 -0.677
H -3.278073 1.403128 -0.263503 -1.476 1.189 -0.361
```
Forces are in eV/Å.

Löwdin atomic charge list, values in e, 6 entries: C -0.0867; C -0.0799; C -0.1335; C -0.4786; S 0.8067; C -0.4655

***

> Number 2 is which compound?

C5H8S